Record 1
65
Properties=species:S:1:pos:R:3 method="wB97M-V/def2-TZVPD" relative_energy_kcal_mol=0.0 multiplicity=2 largest_force_ev_per_a=0.894 homo_energy_ev="-4.2 / -2.6" charge=-1
V -2.026 0.200 0.361
N -3.361 2.869 3.637
C -2.767 1.987 2.749
S -2.983 2.334 1.060
N -2.128 0.994 3.276
N -1.613 0.093 2.349
C -0.762 -0.735 2.893
C -0.011 -1.743 2.198
C 0.785 -2.603 2.979
C 1.567 -3.594 2.429
C 1.563 -3.758 1.040
C 0.802 -2.927 0.247
C 0.013 -1.888 0.783
O -0.660 -1.121 -0.043
H -3.477 3.801 3.276
H -2.981 2.816 4.570
H -0.584 -0.626 3.961
H 0.768 -2.468 4.056
H 2.162 -4.240 3.062
H 2.157 -4.541 0.583
H 0.786 -3.042 -0.831
Cl -5.868 -2.646 -5.072
C -5.219 -2.129 -3.534
C -4.210 -1.185 -3.498
C -3.720 -0.799 -2.268
Cl -2.466 0.414 -2.187
C -4.169 -1.301 -1.029
O -3.700 -0.921 0.109
C -5.208 -2.254 -1.148
Cl -5.848 -2.937 0.313
C -5.724 -2.665 -2.361
H -3.817 -0.755 -4.409
H -6.514 -3.402 -2.386
O 1.418 3.923 -1.406
C 0.594 2.870 -1.410
O -0.588 2.978 -1.229
C 1.301 1.529 -1.595
N 2.760 1.756 -1.626
C 3.318 1.141 -2.836
C 2.152 1.176 -3.816
C 0.960 0.837 -2.921
H 0.997 0.925 -0.736
H 3.177 1.411 -0.773
H 2.312 3.505 -1.510
H 3.631 0.103 -2.658
H 4.186 1.702 -3.188
H 2.278 0.479 -4.644
H 2.048 2.182 -4.232
H 0.909 -0.241 -2.757
H -0.001 1.156 -3.317
C 3.776 -0.911 0.266
C 3.269 -0.241 1.526
O 2.476 0.887 1.193
C 2.027 1.555 2.367
C 1.006 2.631 2.060
H 4.274 -1.848 0.516
H 4.491 -0.285 -0.267
H 2.944 -1.148 -0.395
H 4.116 0.077 2.152
H 2.669 -0.948 2.110
H 2.906 1.999 2.857
H 1.597 0.822 3.063
H 1.413 3.398 1.400
H 0.720 3.108 3.000
H 0.076 2.243 1.638


Record 2
192
Properties=species:S:1:pos:R:3 method="wB97M-V/def2-TZVPD" largest_force_ev_per_a=3.898 homo_energy_ev=-8.2 smiles=COCCNCCOC.COCCNCCOC.COCCNCCOC.COCCNCCOC.COCCNCCOC.COCCNCCOC.COCCNCCOC.ClCCCl.ClCCCl.ClCCCl
C -7.846 -5.993 4.414
O -7.973 -4.872 3.546
C -8.883 -3.916 4.099
C -9.293 -2.937 2.993
N -8.213 -2.319 2.247
C -7.780 -0.988 2.826
C -6.736 -0.329 1.959
O -5.375 -0.946 2.131
C -5.324 -2.401 1.956
H -8.790 -6.440 4.729
H -7.216 -5.791 5.280
H -7.320 -6.811 3.922
H -8.402 -3.472 4.970
H -9.849 -4.287 4.440
H -9.980 -2.191 3.393
H -9.957 -3.477 2.319
H -7.492 -3.021 2.335
H -7.416 -1.200 3.831
H -8.581 -0.256 2.933
H -6.669 0.731 2.203
H -7.014 -0.432 0.910
H -4.309 -2.790 1.876
H -5.995 -2.565 1.113
H -5.707 -2.992 2.788
C -2.304 1.829 -8.489
O -0.970 2.266 -8.099
C -0.017 1.253 -8.090
C 1.086 1.671 -7.124
N 1.812 2.952 -7.319
C 2.686 2.874 -8.551
C 3.262 4.299 -8.875
O 2.302 4.997 -9.737
C 2.625 6.336 -10.138
H -2.836 1.119 -7.855
H -2.112 1.451 -9.493
H -2.922 2.707 -8.679
H 0.334 0.916 -9.066
H -0.469 0.351 -7.678
H 1.763 0.830 -6.977
H 0.768 1.760 -6.085
H 1.047 3.568 -7.558
H 2.288 2.468 -9.481
H 3.518 2.240 -8.244
H 4.239 4.328 -9.358
H 3.451 4.937 -8.011
H 1.903 6.720 -10.859
H 3.595 6.300 -10.634
H 2.690 7.119 -9.383
C 5.144 -8.823 3.893
O 3.764 -8.330 4.135
C 3.010 -8.485 2.959
C 1.558 -8.126 3.251
N 1.456 -6.892 3.978
C 0.085 -6.583 4.382
C -0.016 -5.340 5.293
O 0.526 -5.763 6.615
C 0.620 -4.670 7.545
H 5.789 -8.600 4.743
H 5.566 -8.225 3.085
H 5.070 -9.879 3.633
H 2.865 -9.512 2.624
H 3.370 -8.020 2.042
H 1.052 -8.958 3.740
H 1.072 -8.037 2.279
H 2.040 -7.107 4.774
H -0.307 -7.471 4.878
H -0.614 -6.550 3.547
H -1.081 -5.119 5.352
H 0.465 -4.419 4.965
H 1.347 -5.010 8.282
H -0.288 -4.257 7.985
H 1.093 -3.766 7.161
C 9.094 -1.971 -7.181
O 7.745 -1.881 -6.603
C 7.777 -2.011 -5.235
C 6.542 -1.313 -4.606
N 6.733 -1.309 -3.135
C 7.886 -0.602 -2.704
C 8.004 -0.199 -1.229
O 6.901 0.631 -0.746
C 6.909 0.976 0.557
H 9.585 -1.015 -7.001
H 9.090 -2.165 -8.253
H 9.646 -2.834 -6.809
H 8.753 -1.722 -4.846
H 7.771 -3.060 -4.940
H 5.724 -1.858 -5.077
H 6.607 -0.309 -5.024
H 5.897 -0.916 -2.727
H 7.942 0.328 -3.271
H 8.797 -1.137 -2.974
H 8.940 0.320 -1.021
H 7.902 -1.124 -0.662
H 6.955 0.182 1.302
H 6.163 1.748 0.752
H 7.845 1.511 0.714
C -3.122 2.270 6.549
O -3.183 3.662 6.289
C -1.927 4.357 6.472
C -2.132 5.795 5.914
N -2.826 6.614 6.857
C -3.059 7.969 6.401
C -4.013 8.738 7.335
O -3.444 9.297 8.516
C -2.739 10.495 8.209
H -4.158 1.963 6.693
H -2.549 2.039 7.447
H -2.666 1.685 5.750
H -1.098 3.813 6.019
H -1.626 4.262 7.516
H -2.745 5.775 5.013
H -1.183 6.314 5.779
H -3.626 6.216 7.327
H -3.531 7.877 5.422
H -2.124 8.509 6.252
H -4.847 8.068 7.545
H -4.533 9.439 6.682
H -1.701 10.374 7.898
H -2.768 11.131 9.093
H -3.180 10.948 7.321
C -7.039 5.235 -3.650
O -6.621 5.526 -2.413
C -6.126 6.887 -2.230
C -5.195 6.748 -1.034
N -3.956 5.993 -1.307
C -3.084 5.970 -0.137
C -2.402 7.296 0.023
O -1.509 7.236 1.122
C -1.001 8.503 1.670
H -7.951 5.774 -3.905
H -7.079 4.156 -3.802
H -6.274 5.491 -4.383
H -6.954 7.556 -1.997
H -5.693 7.270 -3.154
H -5.755 6.415 -0.160
H -5.024 7.796 -0.789
H -4.178 5.173 -1.852
H -2.333 5.190 -0.005
H -3.653 5.691 0.749
H -3.094 8.131 0.138
H -1.820 7.622 -0.839
H -0.409 8.381 2.577
H -1.764 9.136 2.124
H -0.412 9.020 0.913
C 2.069 -5.016 -1.347
O 1.609 -4.041 -2.298
C 0.812 -4.574 -3.362
C -0.652 -4.753 -2.833
N -1.610 -5.507 -3.592
C -1.128 -6.900 -3.901
C -0.667 -7.822 -2.669
O 0.608 -8.501 -2.891
C 0.551 -9.642 -3.714
H 1.263 -5.513 -0.808
H 2.779 -4.725 -0.572
H 2.628 -5.821 -1.825
H 1.257 -5.519 -3.670
H 0.891 -3.934 -4.241
H -1.165 -3.810 -2.646
H -0.631 -5.166 -1.824
H -2.508 -5.511 -3.130
H -0.284 -6.900 -4.591
H -1.901 -7.321 -4.544
H -1.469 -8.521 -2.434
H -0.580 -7.257 -1.741
H 0.128 -10.503 -3.196
H 1.488 -10.000 -4.142
H -0.136 -9.356 -4.510
Cl 1.840 2.580 1.245
C 1.387 0.947 0.617
C 0.805 0.065 1.780
Cl 2.042 -0.109 3.039
H 2.379 0.757 0.209
H 0.730 1.126 -0.234
H 0.481 -0.903 1.397
H -0.026 0.682 2.122
Cl 7.522 -4.339 4.091
C 5.839 -3.843 4.486
C 5.529 -3.905 5.983
Cl 6.546 -2.700 6.939
H 5.182 -4.588 4.036
H 5.568 -2.979 3.879
H 5.685 -4.908 6.379
H 4.469 -3.687 6.116
Cl 3.528 7.359 -3.601
C 3.613 5.917 -2.481
C 4.827 5.036 -2.840
Cl 6.466 5.845 -2.449
H 2.625 5.465 -2.566
H 3.687 6.241 -1.443
H 4.802 4.653 -3.860
H 4.809 4.175 -2.171